Record 1
51
Properties=species:S:1:pos:R:3:forces:R:3 method="wB97M-V/def2-TZVPD" total_charge=+2 energy_ev=-50113.6702 relative_energy_ev=1.129 orbital_gap_ha="0.2959 / 0.2424" multiplicity=5
Ir 0.170 0.241 0.487 0.065 0.622 0.022
O -2.390 1.140 -2.602 -0.218 0.124 -0.150
Cl -1.484 0.673 -1.648 0.189 -0.135 0.029
O -0.096 0.968 -1.982 -0.038 -0.036 -0.154
O -1.585 -0.734 -1.363 -0.158 -0.124 -0.140
O -1.702 1.356 -0.325 0.165 -0.089 0.279
C -0.303 -4.094 0.650 -0.003 0.000 0.039
C -0.157 -2.770 0.242 0.014 -0.022 -0.060
N -0.042 -1.769 1.113 0.056 -0.107 0.036
C -0.065 -2.042 2.444 -0.022 -0.045 0.092
C -0.219 -3.341 2.933 0.010 0.043 -0.040
C -0.342 -4.382 1.993 0.000 0.063 -0.051
C -0.241 -3.560 4.351 0.002 0.015 0.022
C -0.106 -2.530 5.214 -0.008 -0.036 -0.006
C 0.062 -1.189 4.735 0.000 0.036 -0.058
C 0.217 -0.078 5.584 0.003 0.008 -0.034
C 0.382 1.170 5.039 0.000 -0.002 0.006
C 0.385 1.310 3.647 -0.018 0.014 -0.002
N 0.237 0.287 2.830 -0.154 -0.067 0.033
C 0.078 -0.948 3.356 0.022 -0.022 0.054
H -0.393 -4.867 -0.098 -0.002 -0.005 0.000
H -0.145 -2.506 -0.806 -0.003 -0.019 0.000
H -0.466 -5.401 2.336 0.004 -0.013 0.005
H -0.368 -4.572 4.711 0.001 -0.006 0.018
H -0.122 -2.698 6.282 -0.003 -0.013 0.006
H 0.209 -0.217 6.658 0.001 -0.004 0.009
H 0.507 2.042 5.664 0.001 0.005 0.005
H 0.516 2.278 3.180 -0.001 0.006 0.000
C 0.993 6.201 -0.218 -0.009 -0.007 -0.011
N -0.068 5.305 0.331 -0.013 -0.007 -0.039
C 0.096 5.108 1.798 0.015 0.013 0.011
C -0.197 3.989 -0.419 -0.026 0.069 -0.019
C 1.039 3.136 -0.364 0.032 -0.077 -0.018
C 1.997 3.232 -1.358 -0.047 0.048 0.030
C 3.114 2.387 -1.391 0.016 -0.012 -0.016
C 3.305 1.445 -0.410 0.005 -0.008 0.042
C 2.362 1.337 0.633 0.107 -0.072 0.007
C 1.212 2.133 0.609 -0.064 -0.142 0.041
H 0.939 7.156 0.298 0.014 0.003 -0.006
H 0.822 6.342 -1.282 0.006 0.007 0.002
H 1.961 5.737 -0.046 0.000 0.008 -0.002
H -0.961 5.780 0.187 0.001 -0.010 0.015
H 1.050 4.616 1.971 -0.007 0.000 0.007
H -0.725 4.495 2.164 0.005 0.000 0.008
H 0.087 6.080 2.285 -0.006 -0.005 0.005
H -0.439 4.256 -1.448 0.014 -0.018 0.005
H -1.049 3.473 0.015 0.014 -0.009 -0.004
H 1.865 3.949 -2.160 -0.010 0.007 -0.005
H 3.830 2.488 -2.195 0.008 -0.007 -0.001
H 4.184 0.815 -0.406 0.011 0.006 -0.006
H 2.589 0.706 1.489 0.026 0.022 -0.006

***

Record 2
124
Properties=species:S:1:pos:R:3:forces:R:3 method="wB97M-V/def2-TZVPD" energy_ev=-101399.0456 relative_energy_ev=4.207 orbital_gap_ha=0.3196
O 0.779 -2.444 -7.782 -0.983 -0.346 -1.604
N 0.121 -2.253 -8.822 1.208 1.540 1.505
O -0.266 -3.076 -9.609 -0.024 -0.233 0.217
C -0.177 -0.801 -9.095 0.099 0.083 0.068
C -1.288 -0.494 -9.842 0.011 0.624 -0.914
C -1.602 0.855 -10.083 -0.744 -1.826 0.918
C -0.880 1.840 -9.457 0.447 0.995 -0.552
C 0.290 1.580 -8.764 -0.369 -2.171 -0.286
C 0.634 0.203 -8.579 0.015 1.351 0.607
H -1.865 -1.271 -10.323 -0.067 -0.115 0.187
H -2.552 1.002 -10.577 0.161 0.540 -0.278
H -1.146 2.879 -9.583 -0.242 0.083 -0.063
H 0.850 2.440 -8.427 0.350 -0.406 0.366
H 1.470 -0.055 -7.945 0.137 -0.119 -0.160
O 10.348 -1.924 0.039 -0.962 0.572 -1.496
N 9.973 -1.937 -1.150 1.278 -0.727 1.772
O 10.417 -2.739 -1.945 -0.353 0.193 -0.394
C 8.983 -0.970 -1.599 -0.951 1.484 -0.565
C 8.598 0.117 -0.755 2.289 -3.287 -0.749
C 7.664 0.949 -1.232 -1.095 2.216 0.583
C 7.095 0.845 -2.477 -0.017 -1.221 -1.491
C 7.490 -0.188 -3.350 -0.281 0.792 1.546
C 8.454 -1.085 -2.899 -0.098 -0.387 0.398
H 9.138 0.186 0.178 -0.371 0.252 0.206
H 7.379 1.775 -0.598 -0.179 0.141 0.040
H 6.312 1.504 -2.822 0.030 0.250 0.233
H 6.941 -0.284 -4.275 0.411 -0.223 -0.228
H 8.715 -1.918 -3.536 0.288 -0.065 0.149
O -8.393 6.819 8.183 0.100 -0.424 0.585
N -7.335 6.978 7.613 -1.487 0.067 -1.931
O -6.745 8.039 7.582 0.816 -0.711 0.098
C -6.952 5.868 6.662 1.299 -2.059 -0.907
C -5.656 5.788 6.142 -0.081 0.631 -0.083
C -5.293 4.745 5.289 -0.174 -0.124 0.433
C -6.181 3.725 4.983 -0.129 -0.299 -0.607
C -7.488 3.721 5.424 0.612 2.405 1.018
C -7.823 4.824 6.259 -1.183 0.648 0.278
H -4.980 6.612 6.317 0.210 -0.059 0.196
H -4.310 4.666 4.850 0.135 0.376 0.132
H -5.914 2.959 4.269 0.397 -0.116 0.045
H -8.180 2.996 5.022 -0.283 0.127 0.431
H -8.854 5.020 6.514 -0.231 -0.472 0.310
O -6.355 -7.531 0.364 1.497 -0.665 -1.391
N -5.466 -8.142 -0.258 -0.971 -1.572 1.911
O -5.219 -9.348 -0.023 -0.035 2.414 -1.018
C -4.652 -7.393 -1.239 -0.131 0.159 -0.641
C -5.078 -6.095 -1.553 1.382 0.521 0.269
C -4.209 -5.319 -2.348 -2.109 -0.561 0.513
C -3.178 -5.938 -2.961 1.840 1.047 -1.782
C -2.766 -7.215 -2.746 -0.694 -1.229 1.337
C -3.516 -7.969 -1.846 -0.169 -0.020 0.210
H -5.953 -5.635 -1.119 -0.029 -0.324 0.154
H -4.397 -4.286 -2.602 -0.333 0.006 0.184
H -2.636 -5.389 -3.717 0.253 0.353 0.079
H -1.855 -7.612 -3.168 -0.165 -0.064 -0.237
H -3.193 -8.983 -1.662 -0.338 -0.061 0.414
O 3.042 8.532 -3.355 -0.011 0.236 0.215
N 3.659 9.304 -4.054 0.586 -1.156 -2.029
O 4.179 8.966 -5.144 -0.657 0.971 1.941
C 3.770 10.696 -3.628 -0.854 0.610 0.322
C 2.849 11.221 -2.730 0.125 -0.558 1.245
C 2.955 12.521 -2.243 1.836 0.241 -1.132
C 4.020 13.347 -2.763 -2.124 -1.176 0.334
C 4.778 12.846 -3.811 0.200 0.722 0.672
C 4.685 11.525 -4.190 0.769 -0.061 -1.417
H 2.179 10.514 -2.263 -0.391 0.117 -0.132
H 2.282 12.860 -1.468 0.039 0.107 -0.037
H 4.110 14.355 -2.387 0.186 0.072 -0.142
H 5.475 13.487 -4.329 0.159 0.011 0.095
H 5.292 11.170 -5.009 0.134 -0.139 0.064
O -7.246 -2.228 5.374 -0.710 0.164 -0.744
N -7.882 -2.384 4.335 0.732 -1.102 0.274
O -7.383 -2.554 3.239 0.071 0.314 0.075
C -9.332 -2.478 4.391 -2.171 0.409 0.256
C -10.134 -2.676 3.261 -0.487 0.205 -0.664
C -11.525 -2.469 3.334 1.726 -1.001 -0.329
C -12.052 -2.199 4.558 -3.176 0.724 -1.182
C -11.363 -2.154 5.691 1.289 -0.342 1.359
C -10.002 -2.292 5.601 1.686 -0.026 1.123
H -9.777 -2.999 2.294 0.612 0.220 0.110
H -12.139 -2.694 2.474 -0.001 0.318 -0.070
H -13.094 -1.968 4.727 -0.453 -0.296 -0.729
H -11.971 -2.083 6.581 0.712 0.218 0.477
H -9.406 -2.285 6.502 0.176 0.204 0.038
O 6.520 0.360 6.579 -2.691 -3.237 -1.419
N 5.710 -0.561 6.172 2.953 0.904 -1.155
O 5.961 -1.385 5.252 -0.339 2.208 2.453
C 4.391 -0.628 6.777 -0.042 0.632 0.156
C 3.566 -1.687 6.525 -0.452 -1.829 -1.007
C 2.303 -1.760 7.073 0.269 0.190 0.109
C 1.889 -0.712 7.845 -1.876 0.707 0.541
C 2.624 0.423 8.056 1.691 -0.334 -0.724
C 3.924 0.430 7.514 -0.715 1.459 1.335
H 3.850 -2.469 5.836 0.411 -0.004 0.079
H 1.581 -2.549 6.927 0.426 -0.319 -0.342
H 0.868 -0.716 8.199 -0.133 -0.149 0.256
H 2.241 1.279 8.592 0.050 -0.063 0.055
H 4.504 1.315 7.733 0.440 -0.162 -0.344
O 7.566 -9.315 -1.507 0.306 -1.307 -1.878
N 7.247 -8.469 -0.750 0.147 1.434 3.574
O 7.692 -8.411 0.427 -0.999 0.509 -1.975
C 6.229 -7.464 -1.157 -1.749 0.109 -0.849
C 5.418 -7.718 -2.313 1.584 -0.254 1.159
C 4.437 -6.835 -2.677 -1.034 1.444 0.828
C 4.085 -5.707 -1.873 2.082 -1.433 0.147
C 4.887 -5.490 -0.722 -0.447 0.027 -1.007
C 5.934 -6.348 -0.375 0.365 -0.311 -0.459
H 5.597 -8.603 -2.905 0.159 -0.013 -0.008
H 3.868 -6.973 -3.585 0.032 -0.293 -0.074
H 3.304 -5.070 -2.260 0.005 0.274 0.478
H 4.809 -4.612 -0.098 -0.453 0.102 -0.058
H 6.558 -6.074 0.463 0.009 -0.272 0.121
C -0.154 0.073 1.229 -0.471 0.299 0.719
C 0.549 1.250 1.211 0.758 0.609 -0.930
C 1.039 1.725 -0.016 -0.383 -0.224 1.006
C 0.708 1.084 -1.206 0.558 0.862 0.642
C -0.051 -0.069 -1.167 -0.389 0.557 -0.479
C -0.495 -0.543 0.051 0.261 -1.185 -0.134
H -0.496 -0.326 2.173 -0.086 -0.121 0.048
H 0.740 1.835 2.099 0.111 -0.198 0.198
H 1.672 2.598 0.052 -0.046 0.196 -0.500
H 1.044 1.574 -2.107 -0.034 -0.389 -0.340
H -0.370 -0.488 -2.111 0.017 -0.392 0.058
H -1.015 -1.486 0.135 -0.293 -0.020 -0.289

***

Record 3
22
Properties=species:S:1:pos:R:3:forces:R:3 method="wB97M-V/def2-TZVPD" total_charge=+1 energy_ev=-13025.7529 relative_energy_ev=2.411 orbital_gap_ha="0.2213 / 0.2712" multiplicity=3
C -0.752 -1.319 0.378 0.626 -0.088 -3.012
C 1.364 0.529 0.063 -3.958 -5.704 -2.841
C -0.246 -1.109 -1.002 -0.061 -0.729 -2.258
C 1.198 -0.453 -0.926 0.366 1.815 -1.794
C 1.632 0.455 -2.182 0.552 -0.976 -1.118
C -1.416 1.112 0.521 -0.009 0.313 -3.176
C -0.737 -0.150 2.574 0.741 1.683 -2.610
N -0.806 -0.055 1.086 -1.521 -0.644 1.993
O -1.015 -2.382 0.826 -0.380 -0.150 1.847
O 1.705 1.438 0.600 3.848 6.989 4.255
H -0.030 -2.097 -1.556 -0.911 1.339 1.148
H -1.040 -0.549 -1.618 1.561 -0.573 0.759
H 1.861 -1.259 -0.737 0.949 -0.976 -0.236
H 1.147 1.428 -2.192 -0.316 0.060 0.521
H 1.254 -0.004 -3.159 1.098 0.306 1.242
H 2.763 0.711 -2.125 -1.916 -0.950 -0.372
H -0.764 1.983 0.578 -0.003 0.101 0.826
H -1.636 1.093 -0.621 0.451 -0.660 2.089
H -2.364 1.219 1.008 -0.552 0.488 0.610
H -1.412 -0.912 2.773 -1.504 -1.385 1.000
H 0.244 -0.517 2.760 0.937 -0.157 0.643
H -0.950 0.838 2.952 0.002 -0.102 0.482

***

Record 4
11
Properties=species:S:1:pos:R:3:forces:R:3 method="wB97M-V/def2-TZVPD" energy_ev=-29298.1317 relative_energy_ev=1.627 orbital_gap_ha=0.2495
S -1.474 1.693 -1.809 -0.049 0.005 0.110
C -1.311 0.852 -0.428 0.699 -0.177 -0.401
N -2.286 0.684 0.560 -0.200 -0.112 0.468
N -1.829 -0.043 1.498 0.068 0.088 -0.142
N -0.557 -0.396 1.261 -0.164 -0.057 -0.095
C -0.141 0.085 0.032 0.422 0.025 -0.270
C 1.043 -0.121 -0.588 -0.664 0.227 0.188
S 2.293 -1.131 0.059 -0.124 0.030 0.141
H -0.116 -1.071 1.860 -0.049 0.008 0.084
H 1.185 0.371 -1.543 0.015 -0.085 0.033
H 3.192 -0.923 -0.902 0.048 0.048 -0.118